This record from the Open Molecules 2025 dataset describes the molecule C22H21ClN2O3. The level of theory is the ωB97M-V functional and the def2-TZVPD basis.

The geometry in XYZ format:
```
49
Properties=species:S:1:pos:R:3:forces:R:3
C -5.042 -0.919 1.274 0.1 0.0 -0.3
C -4.176 -0.924 0.017 0.2 0.1 0.4
C -3.086 -1.991 0.099 -0.2 0.0 -0.4
C -2.313 -2.066 -1.212 0.2 0.1 0.2
C -1.749 -0.709 -1.624 -0.1 -0.3 -0.1
C -0.507 -0.292 -0.858 -0.2 -0.2 -0.1
O 0.349 -1.000 -0.401 0.0 -0.1 0.0
N -0.516 1.098 -0.808 0.4 0.2 0.1
C 0.572 1.865 -0.323 0.3 0.2 0.1
C 0.341 2.992 0.457 0.0 -0.1 0.0
C 1.414 3.735 0.917 0.0 0.0 0.0
C 2.711 3.345 0.631 0.1 -0.2 -0.1
C 2.940 2.197 -0.119 -0.3 0.3 -0.1
C 4.338 1.797 -0.452 0.0 0.1 0.0
O 5.169 2.585 -0.850 0.0 0.2 0.0
N 4.632 0.468 -0.337 0.5 -0.3 -0.3
C 3.892 -0.552 0.263 -0.2 -0.4 0.2
C 3.161 -0.347 1.431 0.1 -0.1 0.0
C 2.441 -1.379 2.000 0.0 0.0 0.0
C 2.452 -2.639 1.429 0.0 -0.1 0.0
C 3.198 -2.872 0.288 0.0 0.0 0.1
C 3.910 -1.836 -0.286 -0.1 0.2 0.1
Cl 4.843 -2.130 -1.720 0.0 -0.1 -0.1
C 1.867 1.472 -0.623 0.0 0.2 0.0
C -1.705 1.648 -1.278 -0.3 -0.2 -0.4
O -1.910 2.819 -1.439 -0.1 0.2 0.0
C -2.673 0.497 -1.464 0.0 0.1 0.1
C -3.508 0.437 -0.172 -0.2 -0.2 -0.3
H -5.811 -0.153 1.207 -0.1 0.1 0.1
H -4.433 -0.720 2.154 0.1 0.0 0.1
H -5.527 -1.883 1.404 -0.1 -0.1 0.1
H -4.813 -1.133 -0.849 0.0 0.0 -0.1
H -3.531 -2.965 0.311 0.0 0.0 0.1
H -2.402 -1.751 0.916 0.0 0.0 0.1
H -1.482 -2.766 -1.117 0.0 0.0 -0.1
H -2.978 -2.427 -2.000 0.0 0.0 0.0
H -1.428 -0.775 -2.672 0.0 0.1 0.1
H -0.669 3.294 0.684 -0.1 0.0 0.0
H 1.235 4.621 1.506 0.0 0.1 0.0
H 3.554 3.917 0.987 0.1 0.1 0.0
H 5.497 0.183 -0.782 -0.1 0.2 0.1
H 3.165 0.631 1.888 0.0 0.0 0.1
H 1.872 -1.196 2.899 -0.1 0.0 0.1
H 1.884 -3.443 1.869 -0.1 -0.1 0.0
H 3.223 -3.850 -0.166 0.0 -0.1 -0.1
H 2.037 0.607 -1.243 0.0 -0.1 0.0
H -3.328 0.656 -2.322 0.1 0.1 0.0
H -4.253 1.233 -0.200 0.1 0.1 0.0
H -2.857 0.621 0.688 0.0 0.0 0.1
```
Positions in Å, forces in eV/Å.

The charge is 0. The LUMO energy comes out at 0.021 Ha. The calculation puts the calculated total energy at -44802.4875 eV. The value obtained for the gap between HOMO and LUMO is 9.25 eV. The energy above the lowest of the compared OMol25 structures with the same formula, charge and spin is 0.0000 eV.

***

This record from the Open Molecules 2025 dataset describes the molecule C22H21ClN2O5S2. The level of theory is the ωB97M-V functional and the def2-TZVPD basis.

The geometry in XYZ format:
```
53
Properties=species:S:1:pos:R:3:forces:R:3
C -0.356 -1.479 -2.286 0.4 -0.1 0.0
C 0.978 -2.210 -2.161 -0.5 -0.2 0.0
O 2.086 -1.346 -2.287 0.3 0.2 0.0
C 2.354 -0.446 -1.296 0.1 0.2 0.0
C 1.815 -0.468 -0.014 -0.1 -0.2 -0.2
C 2.165 0.504 0.906 0.3 0.0 -0.1
C 3.041 1.525 0.560 -0.2 -0.8 -0.3
N 3.309 2.544 1.482 -0.4 0.6 0.7
S 1.998 3.220 2.287 0.3 0.2 -0.2
O 2.377 4.556 2.623 0.0 0.0 -0.2
O 1.591 2.347 3.342 -0.2 -0.3 -0.2
C 0.711 3.179 1.026 0.3 0.1 0.4
C -0.368 2.349 1.231 -0.3 0.0 -0.1
C -1.324 2.173 0.230 0.5 0.4 -0.2
N -2.362 1.288 0.485 -0.1 -0.1 0.5
C -3.267 0.764 -0.390 -0.2 -0.1 0.5
O -3.375 1.087 -1.551 0.0 0.0 -0.4
C -4.133 -0.316 0.248 0.1 -0.1 -0.1
C -3.420 -1.672 0.195 -0.2 0.4 0.2
C -2.258 -1.780 1.160 -0.3 0.1 -0.1
O -2.043 -0.954 2.030 0.0 -0.2 0.1
C -1.396 -2.939 1.003 0.6 -0.6 0.0
C -0.247 -3.186 1.719 -0.5 0.2 -0.2
C 0.394 -4.373 1.335 0.1 -0.2 -0.1
C -0.271 -5.022 0.337 -0.3 0.1 -0.1
S -1.686 -4.199 -0.157 0.4 0.2 0.4
C -1.181 2.871 -0.971 -0.2 -0.1 0.0
C -0.104 3.714 -1.164 0.3 0.0 0.3
C 0.854 3.862 -0.170 -0.2 -0.1 -0.1
Cl 2.219 4.873 -0.415 0.2 0.4 -0.5
C 3.606 1.531 -0.712 -0.1 0.0 0.2
C 3.272 0.552 -1.623 -0.1 -0.2 0.0
H -0.515 -0.806 -1.446 -0.1 0.1 0.1
H -0.368 -0.890 -3.199 0.0 0.1 -0.1
H -1.166 -2.203 -2.326 -0.1 0.0 0.0
H 1.093 -2.913 -2.991 0.0 0.0 0.2
H 1.029 -2.778 -1.222 0.0 0.0 -0.1
H 1.123 -1.238 0.289 -0.1 -0.1 0.0
H 1.756 0.484 1.903 -0.1 -0.1 0.1
H 3.944 3.255 1.148 -0.1 0.2 0.1
H -0.440 1.829 2.174 -0.1 -0.1 0.1
H -2.313 0.835 1.396 -0.2 0.0 -0.3
H -5.060 -0.380 -0.323 0.1 0.1 0.0
H -4.362 -0.059 1.282 0.0 0.0 0.0
H -4.127 -2.467 0.452 0.0 -0.1 0.0
H -3.069 -1.867 -0.820 0.0 -0.1 0.0
H 0.105 -2.521 2.488 0.0 0.2 0.1
H 1.307 -4.732 1.774 0.2 -0.1 0.1
H -0.007 -5.946 -0.140 0.1 -0.2 -0.1
H -1.913 2.736 -1.750 0.0 0.0 0.0
H 0.007 4.250 -2.093 0.0 0.1 -0.1
H 4.301 2.310 -0.987 0.1 0.1 -0.1
H 3.701 0.549 -2.612 0.1 0.0 -0.1
```
Positions in Å, forces in eV/Å.

The charge is 0. The LUMO energy comes out at -0.025 Ha. The calculation puts the calculated total energy at -70565.7811 eV. The value obtained for the gap between HOMO and LUMO is 7.44 eV. The energy above the lowest of the compared OMol25 structures with the same formula, charge and spin is 0.0000 eV.

***

This record from the Open Molecules 2025 dataset describes a cluster of 2 separate species, C22H21F4OSi in total. The level of theory is the ωB97M-V functional and the def2-TZVPD basis.

The geometry in XYZ format:
```
49
Properties=species:S:1:pos:R:3:forces:R:3
F -3.136 -3.053 -3.809 1.3 -0.6 0.9
C -2.046 -3.483 -3.068 -0.7 0.3 -0.3
C -1.984 -4.816 -2.678 -0.2 -0.1 -0.1
C -0.898 -5.206 -1.892 -0.2 -0.6 0.1
F -0.817 -6.525 -1.480 -0.1 1.8 -0.5
C 0.075 -4.302 -1.492 -0.4 -0.1 -0.5
C 0.012 -2.974 -1.970 -0.7 -0.4 0.1
C 1.047 -2.064 -1.393 0.1 0.2 -0.3
C 1.559 -0.766 -1.944 0.4 0.6 0.2
C 2.875 -0.448 -1.537 0.1 0.3 -0.4
C 3.420 0.776 -1.895 0.4 0.7 0.2
F 4.694 1.111 -1.467 -1.6 -0.5 -0.6
C 2.695 1.720 -2.627 -0.3 -0.2 0.0
C 1.379 1.389 -2.961 -0.1 0.8 -0.4
F 0.630 2.305 -3.682 0.9 -1.1 1.0
C 0.774 0.192 -2.590 0.4 0.1 -0.1
C -1.089 -2.534 -2.711 0.0 -0.9 0.1
H -2.773 -5.517 -2.961 0.4 0.2 0.1
H 0.834 -4.639 -0.791 0.1 0.1 -0.3
H 1.904 -2.664 -1.160 0.5 -0.3 0.2
H 3.474 -1.113 -0.914 -0.2 0.0 -0.3
H 3.114 2.684 -2.903 0.0 -0.2 0.0
H -0.287 0.058 -2.775 0.4 0.0 -0.2
H -1.243 -1.501 -2.975 0.0 -0.1 -0.3
C 0.542 5.654 3.823 0.3 -0.2 -0.3
O 1.266 4.825 2.886 -1.1 -1.1 0.0
C 0.658 3.644 2.561 -0.3 0.1 0.3
C 1.347 2.792 1.672 0.1 0.4 0.2
C 0.817 1.569 1.308 -0.6 -0.3 0.1
C -0.452 1.152 1.798 0.2 0.4 0.2
Si -1.459 -0.358 1.509 0.0 0.9 0.3
H 0.619 -1.785 -0.457 -0.3 0.2 1.4
C -1.368 -1.712 2.795 0.4 -0.3 -1.1
C -2.794 -0.245 0.195 0.9 -0.6 -0.2
C -1.143 2.017 2.690 0.4 -0.4 -0.5
C -0.605 3.238 3.073 0.6 0.5 -0.1
H 1.182 6.524 3.950 -0.2 0.0 0.1
H -0.431 5.945 3.404 0.3 0.0 0.1
H 0.409 5.125 4.778 0.1 0.2 -0.2
H 2.314 3.139 1.295 -0.4 -0.3 0.1
H 1.375 0.919 0.635 -0.1 0.2 0.1
H -0.336 -1.854 3.160 -0.4 0.3 -0.2
H -2.005 -1.486 3.648 -0.2 0.1 0.1
H -1.696 -2.660 2.341 -0.1 0.2 0.3
H -2.486 0.400 -0.650 0.0 -0.2 0.6
H -2.994 -1.249 -0.212 -0.2 0.2 0.2
H -3.713 0.161 0.623 0.0 0.0 0.1
H -2.117 1.727 3.091 0.1 0.1 0.0
H -1.143 3.891 3.762 0.1 -0.4 -0.3
```
Positions in Å, forces in eV/Å.

The charge is +1. The LUMO energy comes out at -0.193 Ha. The calculation puts the calculated total energy at -43941.8002 eV. The value obtained for the gap between HOMO and LUMO is 6.75 eV. The energy above the lowest of the compared OMol25 structures with the same formula, charge and spin is 0.0000 eV.

***

This record from the Open Molecules 2025 dataset describes the molecule C22H21FN4O2. The level of theory is the ωB97M-V functional and the def2-TZVPD basis.

The geometry in XYZ format:
```
50
Properties=species:S:1:pos:R:3:forces:R:3
C -4.226 -5.413 -0.891 0.0 -0.2 0.1
O -4.216 -4.080 -1.342 0.0 0.3 -0.1
C -3.543 -3.150 -0.610 0.0 0.2 0.0
C -2.846 -3.407 0.565 -0.1 -0.3 -0.1
C -2.202 -2.375 1.224 0.0 0.3 -0.1
C -2.234 -1.076 0.739 0.0 0.0 0.1
C -1.519 0.009 1.512 0.2 -0.6 0.2
N -1.610 1.303 0.891 0.3 0.2 -0.2
C -2.657 2.180 1.086 -0.3 0.5 -0.1
C -3.738 1.903 2.068 0.2 -0.1 0.0
C -2.507 3.256 0.251 0.0 -0.3 0.0
C -3.391 4.449 0.117 0.0 -0.1 0.1
C -1.315 3.023 -0.494 -0.3 -0.9 0.9
C -0.748 3.819 -1.488 0.3 0.3 -0.4
N -0.254 4.434 -2.325 0.1 0.2 -0.2
C -0.795 1.806 -0.065 0.2 0.5 -0.1
N 0.338 1.189 -0.607 -0.4 0.0 -0.3
C 1.415 0.698 0.104 0.2 0.0 -0.2
O 1.392 0.514 1.302 0.1 0.1 0.2
N 2.477 0.409 -0.715 -0.3 0.2 -0.4
C 3.725 -0.112 -0.365 0.4 -0.2 0.2
C 4.066 -0.454 0.941 -0.2 0.1 0.0
C 5.320 -0.962 1.219 0.3 -0.1 -0.3
C 6.229 -1.127 0.190 -0.1 0.0 0.0
F 7.454 -1.626 0.463 -0.1 0.0 0.0
C 5.914 -0.794 -1.114 0.1 -0.1 0.2
C 4.659 -0.286 -1.386 -0.2 0.0 0.2
C -2.930 -0.825 -0.437 0.0 -0.1 0.1
C -3.576 -1.846 -1.103 -0.1 -0.3 0.0
H -4.817 -5.965 -1.619 0.1 0.0 0.1
H -3.216 -5.833 -0.853 0.0 0.0 0.0
H -4.694 -5.500 0.095 0.0 0.0 0.0
H -2.796 -4.403 0.978 0.0 -0.1 0.0
H -1.662 -2.587 2.136 0.1 -0.1 0.1
H -0.463 -0.250 1.627 -0.3 0.1 0.1
H -1.947 0.079 2.517 0.1 0.1 -0.1
H -4.214 0.943 1.865 -0.1 0.0 0.1
H -3.350 1.887 3.088 -0.1 0.0 0.1
H -4.490 2.684 2.004 -0.1 0.0 0.0
H -3.025 5.094 -0.679 -0.1 0.1 0.0
H -3.411 5.022 1.044 0.0 0.1 0.0
H -4.412 4.151 -0.119 -0.1 0.1 0.0
H 0.521 1.513 -1.548 0.0 -0.1 0.1
H 2.375 0.613 -1.700 -0.1 0.0 0.2
H 3.349 -0.316 1.732 0.0 0.0 0.0
H 5.597 -1.230 2.226 0.0 0.0 0.1
H 6.643 -0.932 -1.897 0.1 0.0 -0.1
H 4.402 -0.020 -2.402 0.0 0.0 -0.1
H -2.977 0.175 -0.842 0.0 0.1 0.0
H -4.118 -1.656 -2.015 -0.1 0.0 -0.1
```
Positions in Å, forces in eV/Å.

The charge is 0. The LUMO energy comes out at 0.019 Ha. The calculation puts the calculated total energy at -35928.4150 eV. The value obtained for the gap between HOMO and LUMO is 8.50 eV. The energy above the lowest of the compared OMol25 structures with the same formula, charge and spin is 1.3075 eV.